The following is a DFT calculation (ωB97M-V/def2-TZVPD) of a molecular structure, C63H48FGeN3O3P3PdS at a distorted geometry.

## Properties
- Lowest unoccupied orbital energy: -5.51 eV
- Charge: +1
- E_HOMO: -8.735 eV
- ΔE to the lowest compared entry with this formula, charge and spin: 22.2 kcal/mol
- Total energy: -6546.26864 Eh
- Multiplicity: 1

Structure (XYZ):
```
124
Properties=species:S:1:pos:R:3:forces:R:3:mulliken_charge:R:1
Pd -0.369888 0.456941 1.107013 -0.2 -0.2 -0.7 -0.965
F -1.921563 1.112444 5.202494 -0.2 -0.1 0.1 -0.533
Ge -1.081242 0.662958 3.682692 -0.4 -0.3 1.1 2.375
C -0.832903 -1.235897 4.133778 0.0 0.0 -0.1 -0.980
C -0.936433 -1.574922 5.483742 0.0 0.0 0.0 -0.252
C -1.043702 -2.900296 5.876776 0.0 0.0 0.0 -0.954
C -1.073540 -3.909719 4.923623 0.0 0.0 0.0 -1.000
C -0.944769 -3.592936 3.583466 -0.1 0.0 0.0 0.051
C -0.794729 -2.259772 3.185378 -0.3 -0.1 0.0 -0.453
P -0.631579 -1.877192 1.427440 0.7 -0.1 0.4 2.553
C -2.230909 -2.140530 0.615284 -0.1 0.5 -0.1 1.682
C -3.336665 -2.638053 1.299646 0.0 -0.1 -0.1 -0.952
C -4.541232 -2.808106 0.631048 0.0 0.0 0.0 -0.884
C -4.663481 -2.454772 -0.704454 0.0 0.0 0.0 -0.766
C -3.575169 -1.921751 -1.383524 0.0 0.0 0.0 -1.008
C -2.368439 -1.757992 -0.725199 0.0 0.0 0.0 -0.490
C 0.415299 -3.206393 0.771214 0.2 0.3 -0.3 0.726
C 0.448025 -3.426924 -0.608494 0.0 -0.1 0.1 -0.724
C 1.211496 -4.450010 -1.142470 0.0 0.0 0.0 -0.851
C 1.951521 -5.269414 -0.303239 0.1 0.0 0.0 -0.740
C 1.948011 -5.035630 1.061895 0.1 0.0 0.0 -0.939
C 1.203950 -3.995278 1.599187 0.3 0.0 0.0 -0.413
C -2.775221 0.721046 2.677673 0.2 0.3 -0.4 -0.871
C -3.814361 -0.007478 3.258623 0.0 0.1 -0.1 -0.523
C -5.055999 -0.037280 2.651656 0.0 0.0 0.0 -0.875
C -5.280317 0.645708 1.456845 0.0 0.0 0.0 -0.941
C -4.265172 1.368474 0.865118 0.0 0.0 0.0 -0.574
C -3.007558 1.421244 1.480750 0.1 -0.3 0.0 1.113
P -1.658088 2.462606 0.876616 0.1 0.4 0.1 3.466
C -1.796429 4.006751 1.809910 0.1 0.0 0.1 0.665
C -2.893140 4.840962 1.573903 0.0 0.0 0.0 -0.734
C -3.047921 5.999912 2.312938 0.0 0.0 0.0 -0.779
C -2.122362 6.330668 3.296600 0.0 0.0 0.0 -0.773
C -1.045094 5.497109 3.547653 0.0 0.0 0.0 -0.909
C -0.881326 4.336096 2.803123 -0.1 0.1 0.0 0.362
C -2.012682 2.865511 -0.840397 0.0 -0.1 0.0 0.373
C -2.338021 1.823490 -1.714237 -0.1 0.1 0.0 -1.085
C -2.435972 2.066906 -3.073651 0.0 0.0 0.0 -0.852
C -2.187747 3.341867 -3.570697 0.0 0.0 0.0 -0.829
C -1.856541 4.378427 -2.708936 0.0 0.0 0.0 -0.909
C -1.768474 4.143363 -1.345454 0.0 0.0 0.0 -0.494
C 0.495242 1.721111 4.154390 0.1 -0.1 0.0 -1.524
C 0.457971 2.413732 5.366847 0.1 0.0 0.0 -0.119
C 1.605532 3.008728 5.867234 -0.1 0.0 0.0 -0.926
C 2.804356 2.920737 5.174630 0.1 0.0 0.0 -0.866
C 2.846699 2.259862 3.962355 0.0 0.0 -0.1 -0.441
C 1.690735 1.657504 3.452639 0.2 0.2 0.0 -0.434
P 1.809863 0.931976 1.805478 -0.4 0.3 0.1 4.505
C 2.603429 2.215199 0.807980 -0.2 0.1 0.0 0.361
C 3.709442 1.994705 -0.010673 0.0 0.1 0.0 -0.564
C 4.213908 3.033989 -0.782620 0.0 0.0 0.0 -0.880
C 3.629450 4.291098 -0.745458 0.1 0.1 0.0 -0.668
C 2.542190 4.523842 0.091408 0.0 0.0 0.1 -0.799
C 2.030150 3.491636 0.854634 0.2 0.0 0.1 -1.067
C 3.035997 -0.364736 1.897301 -0.4 -0.4 0.0 0.787
C 3.590976 -0.740416 3.118316 0.0 0.0 0.0 -1.131
C 4.657242 -1.628301 3.139332 0.0 0.1 0.1 -0.728
C 5.161421 -2.133814 1.954370 0.0 -0.1 -0.1 -0.888
C 4.566289 -1.805206 0.740048 0.0 -0.2 0.1 -0.759
C 3.487035 -0.944905 0.710131 0.0 -0.1 0.1 -0.719
H -0.967452 -0.786381 6.225049 0.0 0.0 0.0 0.535
H -1.134301 -3.144783 6.927424 0.0 0.0 0.0 0.463
H -1.199492 -4.941732 5.224376 0.0 0.0 0.0 0.476
H -0.959797 -4.384352 2.843420 -0.1 0.0 0.1 0.684
H -3.264252 -2.909637 2.344206 0.0 0.0 0.0 0.420
H -5.391187 -3.212416 1.165486 0.0 0.0 0.0 0.483
H -5.609606 -2.582235 -1.214132 0.0 0.0 0.0 0.448
H -3.668075 -1.631818 -2.422348 0.0 0.0 0.0 0.489
H -1.531045 -1.321314 -1.258973 0.0 0.1 0.0 0.167
H -0.150815 -2.825321 -1.274054 0.0 0.0 0.0 0.320
H 1.214134 -4.618597 -2.211781 0.0 0.0 0.0 0.501
H 2.534960 -6.083456 -0.714815 0.0 0.0 0.0 0.437
H 2.535717 -5.660579 1.719959 0.0 0.0 0.0 0.459
H 1.233036 -3.820952 2.665547 0.1 0.0 -0.1 0.687
H -3.652184 -0.526965 4.194982 0.0 0.0 0.0 0.644
H -5.863053 -0.593179 3.112468 0.0 0.0 0.0 0.510
H -6.259240 0.623363 0.995446 0.0 0.0 0.0 0.448
H -4.446611 1.909882 -0.054387 0.0 0.0 0.0 0.482
H -3.622468 4.584179 0.814784 0.0 0.0 0.0 0.431
H -3.892563 6.648538 2.122012 0.0 0.0 0.0 0.469
H -2.247613 7.239867 3.869864 0.0 0.0 0.0 0.425
H -0.329381 5.745620 4.320627 0.0 0.0 0.0 0.518
H -0.051920 3.680900 3.016484 0.0 0.1 0.0 -0.412
H -2.513183 0.826434 -1.328127 0.0 0.0 0.0 0.240
H -2.690885 1.261817 -3.751350 0.0 0.0 0.0 0.508
H -2.241666 3.526930 -4.635529 0.0 0.0 0.0 0.468
H -1.643437 5.365068 -3.098747 0.0 0.0 0.0 0.491
H -1.474663 4.949196 -0.684354 0.0 0.0 0.0 0.452
H -0.473000 2.486011 5.909065 0.0 0.0 0.0 0.665
H 1.562581 3.545926 6.806298 0.0 0.0 0.0 0.488
H 3.701281 3.380541 5.568676 0.0 0.0 0.0 0.480
H 3.772083 2.218719 3.399210 0.0 0.0 0.0 0.596
H 4.194401 1.030158 -0.044682 0.0 0.2 0.0 0.696
H 5.068739 2.855005 -1.421987 0.0 0.0 0.0 0.502
H 4.014604 5.090683 -1.366366 0.0 0.0 0.0 0.457
H 2.086393 5.504852 0.130462 0.0 0.0 0.0 0.531
H 1.172295 3.674987 1.487644 0.0 0.0 0.0 0.385
H 3.219069 -0.320171 4.043860 0.0 -0.1 0.0 0.497
H 5.107591 -1.902845 4.084471 0.0 0.0 0.0 0.479
H 6.018064 -2.795870 1.973115 0.0 0.0 0.0 0.441
H 4.944186 -2.222445 -0.179776 0.1 -0.1 -0.1 0.521
H 3.018910 -0.688631 -0.231546 0.0 -0.1 0.0 0.635
O 2.216739 6.570299 -6.647739 0.1 -0.2 0.1 -0.695
S 2.952996 6.293771 -5.430840 -0.1 0.7 0.0 1.205
O 2.167453 6.427100 -4.210977 0.1 -0.2 0.0 -0.637
O 4.276599 6.874616 -5.349405 0.0 -0.3 0.0 -0.686
C 3.266277 4.502998 -5.522480 0.1 -0.4 0.0 -0.009
N 4.139305 3.999908 -6.408541 -0.2 0.1 0.1 -0.489
C 4.331777 2.690510 -6.369525 0.1 0.2 -0.1 -0.368
C 3.709656 1.849510 -5.450165 0.0 -0.2 -0.1 -0.766
C 2.823671 2.463736 -4.591812 0.0 0.0 0.1 0.070
N 2.594365 3.767755 -4.646732 0.2 0.3 -0.2 -0.161
C 2.079699 1.816313 -3.476799 -0.1 0.0 -0.1 1.061
C 1.932352 0.449870 -3.271890 0.1 0.0 0.0 -1.485
C 1.203973 0.010904 -2.178187 -0.1 0.0 0.1 -0.626
N 0.632932 0.826093 -1.281238 0.0 -0.3 -0.1 1.926
C 0.801845 2.133874 -1.492360 0.0 0.0 0.0 -0.715
C 1.484131 2.668503 -2.552913 -0.1 0.0 -0.1 -1.247
H 5.031587 2.288629 -7.095369 0.0 0.0 0.0 0.422
H 3.924047 0.788603 -5.423195 0.0 0.0 0.0 0.403
H 2.366418 -0.273334 -3.950618 0.0 0.0 0.0 0.466
H 1.061762 -1.049503 -2.020264 0.0 -0.1 0.1 0.096
H 0.402255 2.804909 -0.754243 -0.1 -0.1 -0.1 -0.135
H 1.568342 3.739707 -2.691633 0.0 -0.1 0.0 1.298
```
Forces are in eV/Å.